No. 1
C7H7GaN5O4 | ωB97M-V/def2-TZVPD

```
! wB97M-V def2-TZVPD RIJCOSX def2/J DEFGRID3
* xyz 3 1
Ga 0.04529 0.33348 -0.29292
C -0.07659 0.16569 1.91818
O -0.11617 0.00932 3.05635
C -0.05309 2.61730 -0.61681
O -0.05455 3.75342 -0.76093
C -1.77126 -0.42934 -0.22038
O -2.84870 -0.81291 -0.04403
C 1.97086 -0.01789 -0.46890
O 3.11347 -0.19908 -0.41043
C -0.00396 -1.58940 -4.68293
H 0.93184 -2.15824 -4.59525
H -0.93841 -2.15376 -4.56033
C -0.00623 -0.28254 -4.98554
H -0.94203 0.27449 -5.12802
H 0.92641 0.27321 -5.15254
N -1.35998 -4.22614 2.52718
N -0.43855 -3.48385 1.80999
N 0.40234 -4.11025 0.96244
C 0.78435 -3.09447 0.17293
N 0.14614 -1.95072 0.48218
N -0.69884 -2.19771 1.44271
H -1.71400 -3.69948 3.30569
H -0.96160 -5.12370 2.80865
H 1.49566 -3.19432 -0.63439
*
```

For the HOMO energy (alpha / beta), the calculation gives -18.721 / -18.779 eV. Its HOMO-LUMO gap (alpha / beta) is 4.3 / 4.4 eV.



No. 2
C7H7I2O2 | ωB97M-V/def2-TZVPD

```
! wB97M-V def2-TZVPD RIJCOSX def2/J DEFGRID3
* xyz -1 1
C 0.54580 1.15284 -0.14736
C -0.10870 -0.00265 0.55935
C 0.27670 -1.17463 -0.30074
C 0.63855 -0.11807 1.88328
O 1.76354 -0.58466 1.90145
C -0.19455 0.43258 2.88405
I 0.11800 0.29850 5.02907
C -1.51779 0.82249 2.41105
O -2.51131 1.39352 2.85355
C -1.58668 0.17619 0.94426
I -2.94932 1.37685 -0.34598
H 0.22229 1.27278 -1.26729
H 1.61376 1.05942 -0.03336
H 0.41033 2.12508 0.43303
H 1.31881 -1.17083 -0.32357
H -0.14188 -1.06883 -1.26122
H 0.01455 -2.10878 0.20062
H -2.09929 -0.73978 1.07513
*
```

For the HOMO energy, the calculation gives -4.363 eV. Its HOMO-LUMO gap is 7.0 eV. Its energy above the lowest of the compared OMol25 structures with the same formula, charge and spin is 0.000 eV.